{
  "formula": "C56H126F16N15O32S16",
  "method": "ωB97M-V/def2-TZVPD",
  "charge": -1,
  "largest_force_ha_per_bohr": 0.26662,
  "energy_ev": -364800.4332,
  "orbital_gap_ev": 4.5,
  "de_lowest_kcal_mol": 116.1,
  "species": ["C", "C", "C", "N", "C", "C", "C", "C", "C", "H", "H", "H", "H", "H", "H", "H", "H", "H", "H", "H", "H", "H", "H", "H", "H", "H", "H", "C", "C", "C", "N", "C", "C", "C", "C", "C", "H", "H", "H", "H", "H", "H", "H", "H", "H", "H", "H", "H", "H", "H", "H", "H", "H", "H", "C", "C", "C", "N", "C", "C", "C", "C", "C", "H", "H", "H", "H", "H", "H", "H", "H", "H", "H", "H", "H", "H", "H", "H", "H", "H", "H", "C", "C", "C", "N", "C", "C", "C", "C", "C", "H", "H", "H", "H", "H", "H", "H", "H", "H", "H", "H", "H", "H", "H", "H", "H", "H", "H", "C", "C", "C", "N", "C", "C", "C", "C", "C", "H", "H", "H", "H", "H", "H", "H", "H", "H", "H", "H", "H", "H", "H", "H", "H", "H", "H", "C", "C", "C", "N", "C", "C", "C", "C", "C", "H", "H", "H", "H", "H", "H", "H", "H", "H", "H", "H", "H", "H", "H", "H", "H", "H", "H", "C", "C", "C", "N", "C", "C", "C", "C", "C", "H", "H", "H", "H", "H", "H", "H", "H", "H", "H", "H", "H", "H", "H", "H", "H", "H", "H", "N", "S", "O", "O", "F", "S", "O", "O", "F", "N", "S", "O", "O", "F", "S", "O", "O", "F", "N", "S", "O", "O", "F", "S", "O", "O", "F", "N", "S", "O", "O", "F", "S", "O", "O", "F", "N", "S", "O", "O", "F", "S", "O", "O", "F", "N", "S", "O", "O", "F", "S", "O", "O", "F", "N", "S", "O", "O", "F", "S", "O", "O", "F", "N", "S", "O", "O", "F", "S", "O", "O", "F"],
  "coordinates": [[-2.19620, 0.97687, 8.73816], [-1.88557, 1.55765, 7.37598], [-0.34005, 1.56071, 7.03869], [0.08016, 2.42640, 5.78277], [1.67412, 2.40506, 5.66222], [-0.50957, 2.07780, 4.36933], [-1.06322, 3.45441, 3.90632], [-0.29619, 4.44060, 4.49574], [-0.32214, 3.91979, 5.90075], [-1.30178, 0.80967, 9.33829], [-2.58794, -0.02528, 8.56402], [-2.89652, 1.63932, 9.24692], [-2.03506, 2.59240, 7.68431], [-2.52258, 1.35147, 6.51587], [-0.06495, 0.50778, 6.97732], [0.25598, 1.97970, 7.84942], [1.90978, 2.68358, 4.63509], [1.91095, 1.34937, 5.79458], [2.14101, 3.17151, 6.28084], [0.18067, 1.51245, 3.74319], [-1.27076, 1.32263, 4.56532], [-0.91521, 3.43559, 2.82658], [-2.13507, 3.48798, 4.10150], [0.73444, 4.54253, 4.15586], [-0.88990, 5.35470, 4.50169], [0.45850, 4.45867, 6.43768], [-1.35767, 4.11775, 6.17753], [2.57691, -1.17912, -3.38387], [2.25298, -1.67047, -1.95201], [1.01126, -0.89422, -1.46248], [0.69363, -1.18777, 0.00766], [1.83047, -0.74764, 0.86043], [0.30066, -2.73682, 0.34164], [-1.16143, -2.75802, 0.84031], [-1.80601, -1.40585, 0.47121], [-0.66441, -0.40848, 0.37857], [2.60344, -0.09209, -3.45978], [1.75370, -1.60894, -3.95458], [3.46947, -1.72090, -3.69678], [3.24585, -1.53290, -1.52378], [2.13110, -2.75351, -1.96848], [0.15124, -1.19933, -2.05861], [1.02510, 0.19551, -1.44227], [1.78205, 0.31234, 0.61105], [2.74113, -1.07307, 0.35752], [1.72774, -0.97600, 1.92128], [1.14932, -3.15928, 0.87961], [0.21640, -3.34547, -0.55866], [-1.04494, -2.94972, 1.90698], [-1.67599, -3.60821, 0.39252], [-2.39043, -1.03966, 1.31529], [-2.53535, -1.43448, -0.33832], [-0.47904, -0.06904, 1.39765], [-0.73014, 0.50976, -0.20504], [-2.27477, 3.54547, 0.35616], [-2.44608, 5.07288, 0.10470], [-2.00394, 6.06865, 1.21546], [-2.27529, 7.57879, 1.00221], [-1.23204, 8.02170, -0.13963], [-1.87767, 8.41920, 2.28621], [-2.99864, 9.35132, 2.68859], [-3.82219, 9.41535, 1.43827], [-3.75688, 8.06573, 0.80636], [-2.96279, 3.14411, 1.10023], [-1.33303, 3.34465, 0.86696], [-2.37570, 2.91980, -0.53066], [-3.46075, 5.19539, -0.27418], [-1.86103, 5.54069, -0.68710], [-0.99746, 6.00862, 1.62960], [-2.57163, 5.81365, 2.11033], [-1.59118, 7.61519, -1.08507], [-0.27374, 7.65884, 0.23198], [-1.31377, 9.10290, -0.25114], [-0.96937, 8.94353, 1.98925], [-1.59673, 7.77098, 3.11626], [-2.54126, 10.32460, 2.86644], [-3.51609, 8.93698, 3.55386], [-3.44611, 10.26301, 0.86542], [-4.80425, 9.78222, 1.73670], [-4.09349, 8.00403, -0.22852], [-4.33485, 7.21197, 1.16013], [1.52185, 4.29758, -8.33974], [0.31131, 3.43457, -7.80539], [0.79245, 2.67819, -6.61365], [-0.30702, 1.98738, -5.72351], [-1.11825, 0.96490, -6.49794], [0.35535, 1.33450, -4.54645], [0.70885, 2.42856, -3.52201], [-0.35184, 3.53923, -3.66686], [-1.18346, 2.94163, -4.86574], [2.05568, 3.70320, -9.08125], [2.15759, 4.72348, -7.56351], [1.11169, 5.01262, -9.05289], [0.08479, 2.74689, -8.62018], [-0.58759, 4.03864, -7.68213], [1.32176, 3.34822, -5.93616], [1.44681, 1.84924, -6.88333], [-1.64863, 0.27331, -5.84334], [-0.45698, 0.44695, -7.19259], [-1.83043, 1.52319, -7.10558], [-0.46116, 0.68288, -4.23534], [1.12053, 0.65705, -4.92547], [0.69238, 2.16060, -2.46559], [1.72803, 2.74737, -3.74046], [-0.93969, 3.42859, -2.75565], [-0.06648, 4.58932, -3.60386], [-1.93364, 2.26911, -4.44976], [-1.63708, 3.79663, -5.36704], [-3.49916, -6.93426, 4.48604], [-2.18713, -6.87648, 3.72331], [-1.00000, -6.77858, 4.54213], [0.24014, -6.55584, 3.61960], [0.18586, -5.41712, 2.59178], [0.69053, -7.86458, 2.92408], [1.89617, -8.49901, 3.62346], [2.02415, -7.70681, 4.85928], [1.41976, -6.30047, 4.48580], [-3.87865, -5.96364, 4.80540], [-3.58259, -7.75913, 5.19366], [-4.12946, -7.13247, 3.61913], [-2.21121, -5.92020, 3.20076], [-2.22544, -7.59651, 2.90588], [-0.85200, -7.76350, 4.98501], [-0.93436, -6.09305, 5.38701], [-0.45557, -5.90483, 1.85775], [1.18960, -5.19978, 2.22656], [-0.25549, -4.53135, 3.04863], [0.91442, -7.60625, 1.88907], [-0.10441, -8.59122, 2.75628], [2.75497, -8.43145, 2.95563], [1.87313, -9.56486, 3.85046], [3.04138, -7.52031, 5.20362], [1.28873, -8.02871, 5.59660], [2.20341, -5.89177, 3.84785], [1.28075, -5.54646, 5.26055], [6.66993, 5.27535, -0.50686], [5.73791, 4.20660, -1.08206], [6.70683, 3.51007, -2.03679], [5.95819, 2.77860, -3.18857], [5.34851, 3.66177, -4.30439], [6.99138, 1.91257, -4.02831], [6.93416, 0.54761, -3.50062], [5.48274, 0.38554, -3.20297], [4.94195, 1.73213, -2.66589], [6.06747, 6.03784, -0.01314], [7.25623, 5.89893, -1.18176], [7.43198, 4.85987, 0.15250], [4.81905, 4.52651, -1.57347], [5.33499, 3.54024, -0.31936], [7.37515, 2.84776, -1.48653], [7.48557, 4.20957, -2.34070], [4.58431, 4.18785, -3.73224], [4.94098, 2.95154, -5.02384], [6.07968, 4.36894, -4.69603], [6.59752, 2.02847, -5.03804], [7.97794, 2.33857, -3.84576], [7.29079, -0.24600, -4.15720], [7.47276, 0.58754, -2.55383], [4.87464, 0.44328, -4.10575], [5.14502, -0.45606, -2.59819], [3.88846, 1.80982, -2.93468], [5.12016, 1.55950, -1.60451], [-4.49883, 2.43337, 3.78056], [-5.84242, 1.61408, 3.33326], [-5.72340, 0.18975, 2.75720], [-6.83943, -0.27792, 1.77937], [-6.89476, 0.54159, 0.36632], [-8.14342, -0.20695, 2.49237], [-9.13180, -0.92331, 1.64079], [-8.35121, -2.18134, 1.02905], [-6.84322, -1.76101, 1.26414], [-4.36689, 2.44170, 4.86251], [-4.43717, 3.42752, 3.33790], [-3.62742, 1.82333, 3.54263], [-6.36998, 2.22958, 2.60459], [-6.53985, 1.44116, 4.15289], [-5.78343, -0.51100, 3.58994], [-4.77093, 0.07661, 2.23942], [-7.15077, 1.59201, 0.50477], [-7.63116, -0.01718, -0.21126], [-5.89096, 0.65966, -0.04176], [-8.49262, 0.82322, 2.56241], [-8.02076, -0.70279, 3.45528], [-9.61557, -0.33863, 0.85834], [-9.88533, -1.33103, 2.31463], [-8.73924, -2.36775, 0.02765], [-8.59609, -3.09314, 1.57379], [-6.17233, -1.95186, 0.42653], [-6.57235, -2.31254, 2.16444], [7.45977, -2.83257, 0.57902], [6.03493, -3.50100, -0.15349], [5.59182, -4.91754, 0.17087], [5.51059, -2.88216, -1.35322], [5.16196, -2.88735, 1.06422], [8.31438, -3.29420, -0.52299], [8.31520, -2.58643, -1.79366], [8.56989, -4.68863, -0.55058], [9.78155, -2.72944, 0.09328], [-6.00023, -4.85941, 0.36180], [-4.54023, -4.74916, 0.03701], [-3.97245, -3.43891, 0.46069], [-3.96522, -5.64656, -0.98557], [-4.05359, -5.53615, 1.44614], [-6.46917, -4.69127, -1.26168], [-6.34406, -5.75651, -2.26703], [-6.39206, -3.27447, -1.75829], [-8.03233, -4.79531, -0.84497], [1.74949, 3.01537, 2.06414], [3.15558, 2.61546, 1.93852], [4.16350, 3.36672, 2.65833], [3.59054, 2.12113, 0.67793], [2.98517, 1.30601, 2.85652], [2.10887, 4.63439, 1.43175], [3.29205, 4.91685, 0.61603], [1.50966, 5.77805, 2.07040], [0.98597, 4.60617, 0.29652], [5.69848, -3.34498, -6.30024], [5.75831, -3.46692, -4.83421], [5.84786, -2.15980, -4.20554], [6.34025, -4.65163, -4.16148], [4.12668, -3.63228, -4.63102], [7.27081, -3.69822, -6.79525], [7.54809, -5.00444, -7.35214], [8.35084, -2.79905, -6.24404], [6.88318, -3.08233, -8.19547], [1.83816, -2.68610, -8.16280], [0.66473, -2.39679, -7.19614], [-0.67491, -2.90293, -7.55585], [0.82006, -1.13847, -6.53518], [1.28046, -3.36117, -6.05741], [0.97027, -2.09604, -9.52950], [0.45540, -0.72455, -9.39816], [0.55692, -3.03394, -10.56031], [2.42157, -1.68960, -10.20595], [0.84782, -6.21815, -0.21333], [2.56117, -6.41915, -0.38938], [3.14757, -6.20302, -1.69641], [3.18484, -7.41193, 0.43694], [3.05052, -5.03298, 0.41476], [0.47462, -6.37301, -1.59826], [0.65909, -7.72216, -2.24868], [0.74132, -5.23121, -2.47668], [-1.08993, -6.38818, -1.44153], [-2.16764, -0.44876, -2.56702], [-2.54696, -1.94825, -3.24850], [-2.57911, -1.93081, -4.68053], [-3.29905, -2.96732, -2.54657], [-1.07554, -2.57241, -3.21568], [-3.63228, -0.03454, -2.57994], [-4.38121, -0.31576, -1.28374], [-4.47520, 0.19005, -3.76905], [-3.18354, 1.50076, -2.47122], [-0.45847, -3.72494, 5.58018], [-1.65796, -2.95246, 5.95993], [-2.61486, -2.41109, 4.97075], [-1.37128, -2.09293, 7.16075], [-2.53311, -4.24633, 6.61970], [0.48304, -2.33341, 5.12519], [1.51977, -1.84772, 6.03668], [-0.03439, -1.30262, 4.18556], [1.40560, -3.13021, 4.05456]],
  "mulliken_charge": [-1.3446, 0.0545, -0.9828, 0.6879, -1.2788, -0.0791, 1.7357, 0.1383, -1.0501, 0.3249, 0.2886, 0.3933, 0.2046, 0.2607, 0.4363, 0.4966, 0.6067, 0.3612, 0.2777, -0.4973, 0.4313, -1.2640, 0.1411, 0.1540, -0.0803, 0.3456, 0.3468, 0.9559, 0.5272, 1.2514, 1.1215, -0.8926, 0.7576, -0.0257, 0.7182, 0.0459, -1.2616, 0.7246, -0.9774, 0.0962, -0.2165, -0.7191, -0.3358, 0.4143, 0.0035, 0.1401, 0.2607, -0.8581, -0.6178, 0.3715, 0.1534, -0.5376, -0.4693, 0.0751, 0.1308, -0.4363, -1.0866, 0.5379, -1.1588, -0.2608, -0.5462, -0.6256, -0.7100, 0.3318, -0.5320, 0.1201, 0.3172, 0.1900, 0.4034, 0.4649, 0.3696, 0.4618, 0.4414, 0.3659, 0.1099, 0.2877, 0.3746, 0.3353, 0.3984, 0.3268, 0.4013, -1.2581, -0.4059, -0.8622, 1.1426, -0.9876, -0.3322, 0.0406, 0.4421, -0.9414, 0.3454, 0.3301, 0.3631, 0.3234, 0.3736, 0.3953, 0.4526, 0.3450, 0.2908, 0.4067, -0.9500, 0.7933, 0.1648, -0.0478, -0.5510, 0.3791, 0.2464, 0.4517, -1.5376, 0.2814, -0.8899, 1.0755, -1.4420, 0.4121, -0.7830, -0.7425, -0.7313, 0.2736, 0.3673, 0.4222, -0.2199, 0.5459, 0.4909, 0.3066, 1.1837, 0.4555, -0.2457, -0.6579, 0.5130, 0.3378, 0.3157, 0.4829, 0.3099, 0.4626, 0.3026, -1.7022, 0.5666, -1.2715, 0.8452, -1.2489, -0.8100, -0.4750, 0.5114, 0.3033, 0.3608, 0.4462, 0.4191, 0.2768, -0.0424, 0.4708, 0.6045, 0.3072, 0.6536, 0.2217, 0.3932, 0.3220, 0.3260, 0.3205, 0.0494, -0.1393, -0.4901, -0.0273, -0.7344, -0.8135, -0.4157, 0.8146, -0.9466, -0.5959, -1.0501, -0.6570, 0.1909, 0.4026, 0.1567, 0.1355, 0.3800, 0.3966, 0.4795, -0.0896, 0.2661, 0.5628, 0.2387, 0.3582, 0.5147, 0.3738, 0.3935, 0.2903, 0.5340, -0.4026, 0.2753, -0.3410, 0.7581, -0.5252, -0.0471, -0.2684, 1.0070, -0.5099, -0.6090, -0.4214, -0.3788, 1.1171, -0.2052, -0.5895, -0.3371, 1.0744, -0.5695, -0.5302, -0.3336, 0.2806, 0.3016, -0.7532, 0.1030, -0.2781, 0.8133, -0.5014, -0.7648, -0.1812, -0.1385, 0.7082, -0.3006, -0.5852, -0.3481, 0.9313, -0.5937, -0.5630, -0.2879, -0.3360, 0.9298, -0.6562, -0.2010, -0.2728, 0.9338, -0.5734, -0.5977, -0.3467, -0.0187, 0.9054, -0.3474, -0.6737, -0.1386, 0.5824, -0.7543, -0.3941, -0.2234, 0.2150, 0.2996, -0.6255, -0.0748, -0.1825, 0.6354, -0.2995, -0.7182, -0.3725, 0.1074, 0.6665, -0.3905, -0.6396, -0.3818, 0.5595, -0.6901, -0.1555, -0.2199]
}